[1]
ORCA calculation (the ωB97M-V functional and the def2-TZVPD basis) on a structure of composition C27H36IIrN2O4P2 in a non-equilibrium geometry.

Element x y z (Å)
Ir: 0.0340 -0.2317 0.0902
C: 2.7997 -1.2128 1.9176
P: 0.9971 -1.1372 1.8998
C: 0.5619 -0.3097 3.4441
C: 0.4335 -2.8380 2.1147
C: 0.9489 -3.6705 3.1101
C: 0.4434 -4.9496 3.2566
C: -0.5809 -5.4014 2.4247
C: -1.0875 -4.5808 1.4336
C: -0.5659 -3.2955 1.2715
P: -1.0697 -2.1975 -0.0682
C: -2.8802 -2.2002 -0.0365
C: -0.6049 -3.1627 -1.5282
H: 3.1455 -1.4735 2.9177
H: 3.1787 -0.2330 1.6455
H: 3.1564 -1.9531 1.2015
H: 1.0013 -0.8641 4.2736
H: -0.5162 -0.2580 3.5807
H: 0.9685 0.7010 3.4169
H: 1.7368 -3.3268 3.7690
H: 0.8410 -5.5993 4.0247
H: -0.9751 -6.4010 2.5492
H: -1.8802 -4.9457 0.7912
H: -3.2446 -3.1371 -0.4548
H: -3.2555 -1.3724 -0.6344
H: -3.2502 -2.1003 0.9851
H: -1.1768 -4.0900 -1.5537
H: 0.4554 -3.4003 -1.4637
H: -0.7944 -2.5792 -2.4274
C: 3.0842 -3.0943 -3.1567
C: 3.2350 -1.6011 -2.8375
C: 2.2391 -1.1439 -1.8699
N: 1.4613 -0.7822 -1.1148
H: 3.8735 -3.3874 -3.8447
H: 2.1252 -3.3002 -3.6291
H: 3.1761 -3.7006 -2.2561
H: 3.1235 -0.9944 -3.7373
H: 4.2202 -1.3886 -2.4192
C: -3.2938 1.9097 2.0853
C: -2.4906 1.4589 0.8924
O: -1.5619 0.3993 1.2913
H: -3.9675 2.7117 1.7858
H: -2.6417 2.2854 2.8734
H: -3.9023 1.0972 2.4910
H: -1.8610 2.2485 0.4961
H: -3.1325 1.0822 0.0921
H: -2.0478 -0.2828 1.7690
O: -1.3609 -0.2470 -1.8603
N: -2.0135 0.7333 -2.5020
C: -1.5379 1.9880 -2.5206
C: -2.2253 2.9783 -3.1940
C: -3.4039 2.6775 -3.8564
C: -3.8676 1.3693 -3.8265
C: -3.1526 0.4125 -3.1438
H: -0.6259 2.1593 -1.9666
H: -1.8215 3.9807 -3.1925
H: -3.9502 3.4434 -4.3889
H: -4.7798 1.0826 -4.3294
H: -3.4362 -0.6274 -3.0920
I: 3.8750 8.0522 0.4173
C: 3.0157 6.1628 0.4785
C: 3.7414 5.0941 0.9910
C: 3.1712 3.8328 1.0148
C: 1.8818 3.6362 0.5299
C: 1.1608 4.7165 0.0273
C: 1.7228 5.9808 0.0003
C: 1.2992 2.2746 0.5216
O: 0.2047 2.0643 -0.1161
O: 1.8596 1.3212 1.0961
H: 4.7413 5.2477 1.3717
H: 3.7248 2.9887 1.4034
H: 0.1547 4.5599 -0.3382
H: 1.1632 6.8208 -0.3867

Properties
HOMO level	-0.4554	Ha
energy above the lowest of the compared OMol25 structures with the same formula, charge and spin	29.8	kcal/mol
total charge	+2
orbital gap	7.150	eV
calculated total energy	-69258.532	eV



[2]
ORCA calculation (the ωB97M-V functional and the def2-TZVPD basis) on a structure of composition C27H36IO3P2SiTi in a non-equilibrium geometry.

Element x y z (Å)
C: 5.8308 4.9175 1.4124
C: 5.6495 4.0624 0.2791
H: 6.7694 5.4803 1.2667
H: 5.9046 4.2949 2.3176
H: 4.9792 5.6136 1.4682
O: 5.2679 3.2841 -0.5157
I: 1.9071 2.6721 2.2761
Ti: 1.3176 1.0353 0.3138
P: 0.2867 2.9367 -1.0049
C: -0.2704 2.5795 -2.6901
C: -1.2673 3.4107 -0.1690
H: -1.6557 4.3434 -0.6003
H: 0.4715 5.2733 -1.5570
H: -1.0965 3.5661 0.9022
H: 1.5733 4.8409 -0.1951
H: -1.2044 1.9985 -2.6682
H: -2.0248 2.6251 -0.2809
C: 1.1757 4.5127 -1.1675
H: -0.4457 3.5153 -3.2458
H: 2.0060 4.3933 -1.8826
H: 0.5049 1.9994 -3.2119
P: 2.8725 -0.6502 1.3184
C: 3.0911 -2.1839 0.3706
C: 4.5581 -0.2299 1.8593
H: 1.9347 -0.3737 3.5512
H: 2.7522 -1.9533 3.3575
H: 1.1160 -1.6921 2.6782
C: 2.0892 -1.2213 2.8721
H: 4.5568 0.7231 2.4092
H: 4.9294 -1.0399 2.5160
H: 3.7239 -2.8908 0.9313
H: 3.5784 -1.9385 -0.5835
H: 5.2109 -0.1503 0.9756
H: 2.1173 -2.6488 0.1594
C: 2.3612 0.6939 -1.3761
O: 2.8127 0.3389 -2.4053
O: -0.2111 -0.1306 0.2687
Si: -1.4920 -1.1212 -0.0273
C: -3.0909 -0.1405 -0.1172
C: -3.4523 0.6310 0.9948
C: -4.6049 1.4323 0.9510
C: -5.3941 1.4510 -0.2053
C: -5.0531 0.6458 -1.2932
C: -3.9210 -0.1715 -1.2400
C: -1.3028 -1.9474 -1.6834
C: -1.3202 -3.3430 -1.7927
C: -1.0802 -3.9556 -3.0291
C: -0.8384 -3.1809 -4.1623
C: -0.8622 -1.7829 -4.0674
C: -1.0811 -1.1649 -2.8245
C: -1.7528 -2.4573 1.2568
C: -0.6582 -3.2341 1.6661
C: -0.8198 -4.2304 2.6481
C: -2.0831 -4.4653 3.2084
C: -3.1795 -3.7202 2.7683
C: -3.0194 -2.7397 1.7845
H: -2.8207 0.5979 1.8904
H: -4.8684 2.0395 1.8203
H: -6.2599 2.1153 -0.2562
H: -5.6581 0.6530 -2.1937
H: -3.6910 -0.8154 -2.0853
H: -1.5176 -3.9796 -0.9258
H: -1.0885 -5.0444 -3.0800
H: -0.6102 -3.6669 -5.1085
H: -0.6782 -1.1731 -4.9522
H: -1.0853 -0.0703 -2.7017
H: 0.3236 -3.0645 1.2014
H: 0.0480 -4.8178 2.9683
H: -2.2008 -5.2152 3.9933
H: -4.1656 -3.8894 3.1924
H: -3.8938 -2.1819 1.4526

Properties
<S²>	0.755
HOMO level (spin up / spin down)	-0.4767 / -0.4767	Ha
total charge	+2
orbital gap (spin up / spin down)	4.490 / 4.491	eV
calculated total energy	-92385.499	eV
multiplicity	2



[3]
ORCA calculation (the ωB97M-V functional and the def2-TZVPD basis) on a cluster of 2 separate species, C27H36N2O4 in total in a non-equilibrium geometry.

Element x y z (Å)
C: -3.3482 -3.2605 2.6038
C: -2.9250 -3.0461 1.1768
O: -1.5182 -2.7472 1.1847
C: -1.0282 -2.6010 -0.0811
C: 0.4367 -2.3805 -0.0468
C: 1.0360 -2.1471 -1.3354
O: 0.5318 -1.4071 -2.1737
C: 2.4072 -2.8035 -1.6181
C: 3.5273 -1.9217 -1.0860
C: 3.2698 -1.4686 0.3533
C: 2.7033 -2.6042 1.2147
C: 1.1742 -2.8135 1.1527
O: -1.7569 -2.6533 -1.0558
H: -4.4296 -3.4177 2.6286
H: -2.8576 -4.1521 3.0107
H: -3.1060 -2.3970 3.2342
H: -3.0790 -3.9542 0.5754
H: -3.4678 -2.2104 0.7079
H: 2.4363 -3.7976 -1.1526
H: 2.5030 -2.9244 -2.7034
H: 4.4690 -2.4859 -1.1267
H: 3.6570 -1.0533 -1.7448
H: 4.2205 -1.1437 0.7962
H: 2.6049 -0.5950 0.3691
H: 3.1875 -3.5511 0.9415
H: 2.9617 -2.4148 2.2651
H: 0.7162 -2.3169 2.0266
H: 0.9800 -3.8968 1.2962
C: 0.1821 4.0721 0.8487
N: 0.3543 3.9821 -0.5904
C: 0.1020 2.9206 -1.3878
C: -0.5153 1.6786 -0.8780
C: -0.0316 1.1035 0.3773
C: -0.8547 0.2111 0.9976
C: -1.1306 0.2503 2.4282
C: -2.4414 0.0428 2.9211
C: -2.7137 0.1390 4.2841
C: -1.6816 0.4436 5.1835
C: -0.3884 0.6951 4.7043
C: -0.1160 0.6119 3.3366
O: -1.4977 1.1550 -1.4566
N: 0.3130 3.3278 -2.6649
C: 0.0856 2.5344 -3.9073
C: 0.6790 3.2749 -5.0883
C: -1.4085 2.3601 -4.1203
C: 0.7710 1.1875 -3.7877
C: 0.7413 4.6395 -2.6466
C: 0.8079 5.0343 -1.3586
H: 0.1338 5.1356 1.1011
H: -0.7433 3.5873 1.1763
H: 1.0325 3.6317 1.3825
H: 0.9259 1.4424 0.7815
H: -1.5538 -0.3588 0.3848
H: -3.2394 -0.1566 2.1987
H: -3.7322 -0.0188 4.6494
H: -1.8865 0.4858 6.2547
H: 0.4139 0.9630 5.3920
H: 0.8835 0.8125 2.9412
H: 1.7539 3.4497 -4.9590
H: 0.5525 2.6495 -5.9809
H: 0.1667 4.2244 -5.2802
H: -1.8532 1.8011 -3.2945
H: -1.8914 3.3397 -4.2040
H: -1.5721 1.8059 -5.0523
H: 0.2913 0.5327 -3.0590
H: 0.7193 0.6834 -4.7618
H: 1.8255 1.3168 -3.5195
H: 0.9614 5.1918 -3.5424
H: 1.1194 5.9702 -0.9337

Properties
HOMO level	-0.2023	Ha
energy above the lowest of the compared OMol25 structures with the same formula, charge and spin	118.6	kcal/mol
orbital gap	4.472	eV
calculated total energy	-39750.184	eV



[4]
ORCA calculation (the ωB97M-V functional and the def2-TZVPD basis) on a structure of composition C27H36N4O5PRhTe.

Element x y z (Å)
Rh: -0.6203 0.0005 0.6704
O: -3.6619 2.5076 2.0042
C: -2.6170 1.8498 1.5928
O: -2.5714 0.6205 1.4708
C: -1.4266 2.7016 1.2505
C: -1.3283 4.0742 1.2071
C: -0.1143 4.6150 0.7535
C: 0.9229 3.7912 0.3441
C: 0.7432 2.4128 0.4113
N: -0.3974 1.9329 0.8787
C: 1.7109 1.3365 -0.0589
O: 2.8192 1.6160 -0.4079
O: 1.2034 0.1025 -0.0606
H: -4.4094 1.9105 2.1853
H: -2.1559 4.7050 1.4979
H: -0.0012 5.6895 0.7081
H: 1.8599 4.1797 -0.0318
C: 0.9624 0.3382 4.1094
Te: -0.0074 -1.0597 2.8441
C: 1.9481 -1.7397 2.4083
C: 2.6714 -1.4666 3.7066
C: 3.8043 -2.1800 4.0751
C: 4.4522 -1.8792 5.2631
C: 3.9661 -0.8765 6.0926
C: 2.8316 -0.1649 5.7358
C: 2.1889 -0.4481 4.5368
H: 0.3039 0.5752 4.9427
H: 1.1866 1.2547 3.5618
H: 2.3075 -1.1520 1.5643
H: 1.9059 -2.7850 2.1117
H: 4.1794 -2.9695 3.4368
H: 5.3331 -2.4371 5.5491
H: 4.4667 -0.6546 7.0249
H: 2.4497 0.6094 6.3889
O: -0.7373 -1.9941 0.3603
P: -1.2204 -3.0444 -0.6665
N: -2.2226 -2.2894 -1.6968
C: -2.9982 -3.0230 -2.7208
C: -4.0313 -1.9953 -3.1641
C: -3.2565 -0.6820 -3.0732
C: -2.4601 -0.8435 -1.7776
N: 0.0272 -3.6540 -1.5145
C: 0.5686 -2.8468 -2.6396
C: 1.7790 -3.6497 -3.0907
C: 2.3281 -4.1872 -1.7747
C: 1.0705 -4.5770 -1.0016
N: -2.0493 -4.2539 0.0419
C: -1.4702 -5.4752 0.6652
C: -2.4821 -5.8713 1.7443
C: -3.7840 -5.2215 1.2881
C: -3.3094 -3.8905 0.7301
H: -3.4303 -3.9283 -2.2960
H: -2.3521 -3.3145 -3.5536
H: -4.8757 -1.9861 -2.4717
H: -4.4126 -2.1981 -4.1621
H: -3.8952 0.1988 -3.0542
H: -2.5761 -0.5894 -3.9212
H: -3.0414 -0.4971 -0.9168
H: -1.5132 -0.2828 -1.8206
H: 0.8792 -1.8538 -2.2933
H: -0.1805 -2.7277 -3.4205
H: 2.4942 -3.0346 -3.6327
H: 1.4657 -4.4674 -3.7416
H: 2.8641 -3.3951 -1.2477
H: 3.0028 -5.0318 -1.8968
H: 1.2125 -4.4642 0.0742
H: 0.7813 -5.6083 -1.2062
H: -0.4877 -5.2870 1.0956
H: -1.3682 -6.2515 -0.0931
H: -2.1806 -5.4698 2.7136
H: -2.5566 -6.9521 1.8423
H: -4.5082 -5.0974 2.0905
H: -4.2482 -5.8110 0.4959
H: -3.1263 -3.1734 1.5414
H: -4.0102 -3.4397 0.0274

Properties
HOMO level	-0.5113	Ha
energy above the lowest of the compared OMol25 structures with the same formula, charge and spin	0.0	kcal/mol
total charge	+2
orbital gap	6.450	eV
calculated total energy	-64360.810	eV



[5]
ORCA calculation (the ωB97M-V functional and the def2-TZVPD basis) on a structure of composition C27H37AsF6K3N7O6S in a non-equilibrium geometry.

Element x y z (Å)
K: -4.6819 3.7842 1.6456
K: -6.5065 -2.5127 0.6701
K: -1.8975 3.6448 -5.4630
As: -0.8534 0.3521 -0.1039
F: -0.5482 -0.8240 1.2682
F: -2.6466 0.0753 0.0994
F: -1.2404 1.6099 -1.3402
F: 0.8800 0.5947 -0.4695
F: -0.9425 -1.0211 -1.2268
F: -1.0060 1.6893 1.1267
C: 0.3251 7.6656 4.7441
N: -0.5580 7.5903 3.6124
O: -0.6831 6.4679 3.1939
O: -1.0197 8.6065 3.1397
H: 0.4121 8.7329 4.9476
H: 1.2934 7.1834 4.6105
H: -0.1514 7.2238 5.6192
C: 6.7284 0.4422 -0.4449
C: 6.5508 0.6796 -1.8997
O: 7.4381 1.7333 -2.2973
S: 8.4584 2.2540 -1.1101
O: 8.4835 3.6820 -0.8821
O: 9.7685 1.5944 -1.3716
O: 7.5725 1.4852 0.0740
H: 7.2615 -0.4915 -0.2657
H: 5.8004 0.2249 0.0839
H: 5.5797 1.1698 -1.9687
H: 6.7138 -0.1987 -2.5242
N: -4.4846 -6.0337 -2.8134
C: -3.7396 -4.9803 -2.3078
C: -3.0568 -5.4128 -1.1887
C: -3.4052 -6.7403 -0.8344
C: -4.2363 -7.0491 -1.9170
H: -4.9411 -6.0606 -3.7140
H: -3.6180 -4.0862 -2.9014
H: -2.4331 -4.7646 -0.5910
H: -3.1067 -7.2779 0.0535
H: -4.7687 -7.9561 -2.1624
N: 3.9866 -4.0322 -1.8602
C: 5.0068 -4.7562 -2.3714
C: 5.6978 -5.2169 -1.2804
C: 5.1591 -4.6891 -0.1047
C: 4.0287 -4.0632 -0.4856
H: 3.2686 -3.5126 -2.3445
H: 5.2259 -4.8235 -3.4268
H: 6.6022 -5.8065 -1.3075
H: 5.4720 -4.7316 0.9281
H: 3.2846 -3.5469 0.1027
N: -0.0878 -0.2638 -6.1707
C: 0.7498 0.4291 -6.8876
C: 0.2242 0.8418 -8.1353
C: -1.0192 0.1783 -8.1645
C: -1.0979 -0.5671 -6.9864
H: 0.0404 -0.5654 -5.2153
H: 1.6698 0.7348 -6.4116
H: 0.6646 1.5195 -8.8515
H: -1.6961 0.2392 -9.0038
H: -1.8111 -1.2689 -6.5799
N: 1.6104 6.8244 -4.7945
C: 0.6520 7.5218 -4.1006
C: 0.6179 7.0097 -2.8563
C: 1.4570 5.8950 -2.8061
C: 2.0484 5.8149 -4.0414
H: 1.8989 7.0597 -5.7334
H: 0.0812 8.3429 -4.5085
H: -0.0082 7.2324 -2.0049
H: 1.6699 5.3153 -1.9201
H: 2.9598 5.3155 -4.3352
N: -1.3873 -0.1227 7.5104
C: -2.4331 -0.6100 8.2224
C: -3.4781 0.2861 8.3064
C: -3.1202 1.4279 7.5161
C: -1.8137 1.1034 7.0147
H: -0.5149 -0.5762 7.2797
H: -2.3293 -1.5162 8.8008
H: -4.3290 0.1928 8.9651
H: -3.6412 2.3728 7.4705
H: -1.1930 1.7378 6.3993
N: -5.1225 -3.0796 5.2697
C: -4.5982 -4.0556 4.4228
C: -5.6215 -4.9008 4.1842
C: -6.8178 -4.4341 4.9107
C: -6.3856 -3.4366 5.7241
H: -4.6217 -2.2995 5.6706
H: -3.6451 -3.9447 3.9272
H: -5.5724 -5.7478 3.5160
H: -7.6883 -5.0731 4.9318
H: -6.7844 -2.8312 6.5247

Properties
HOMO level	-0.3879	Ha
energy above the lowest of the compared OMol25 structures with the same formula, charge and spin	89.5	kcal/mol
total charge	+2
orbital gap	4.530	eV
calculated total energy	-188251.881	eV



[6]
ORCA calculation (the ωB97M-V functional and the def2-TZVPD basis) on the molecule C27H37BF6IN2O5PS in a non-equilibrium geometry.

Element x y z (Å)
C: 3.4625 3.9218 1.1667
C: 4.6119 3.2930 2.1716
O: 4.9308 1.8627 1.8799
C: 3.8517 1.0119 2.4840
C: 3.3379 -0.0043 1.3051
N: 1.9000 -0.3739 1.3153
F: 1.0839 0.3572 2.0600
C: 1.3518 -1.0148 0.0958
C: 0.1775 -0.1298 -0.7156
S: 0.2262 -0.9309 -2.4533
C: 0.8564 1.3415 -0.9174
C: 0.6159 2.0713 -2.3604
C: 0.6112 3.7151 -2.0390
I: 2.3555 1.8638 -3.7502
O: -0.9960 -0.2868 0.0384
C: -2.2083 0.3982 -0.1468
C: -3.2112 -0.2181 1.0580
O: -4.5219 0.4369 1.1089
C: -4.9974 0.5906 2.5179
C: -5.5037 2.0923 3.0481
C: -6.0853 2.3238 4.5878
C: -6.1747 1.0467 5.6349
C: -5.6226 -0.4433 5.1169
C: -5.0362 -0.6922 3.5780
P: -2.2675 2.2965 0.1959
N: -1.4206 2.7488 1.5141
B: -3.0935 0.1578 -1.5147
O: -4.2078 -0.8512 -1.6158
O: -2.8302 0.8911 -2.8038
C: -2.9008 -0.1657 -3.8635
C: -2.0129 0.2486 -5.2173
C: 0.9492 -2.5350 0.4699
F: 0.8357 -2.6719 1.9531
F: -0.2314 -3.1363 -0.1452
C: 2.2472 -3.4960 0.0326
C: 3.3514 -4.1004 1.0819
C: 4.5697 -5.0350 0.4436
C: 4.7481 -5.3641 -1.1643
C: 3.6447 -4.7574 -2.2142
C: 3.6830 -4.9812 -3.8680
F: 3.1703 -6.3058 -4.2936
F: 5.0960 -4.7873 -4.3239
F: 2.8948 -3.8954 -4.5628
C: 2.3974 -3.8518 -1.5908
H: 2.4160 3.6028 1.6440
H: 3.4401 5.1137 1.1772
H: 3.4676 3.4755 0.0850
H: 5.5958 3.9390 1.9726
H: 4.3370 3.4800 3.2981
H: 4.2475 0.3989 3.4175
H: 3.0511 1.7640 2.8845
H: 3.9655 -1.0106 1.4477
H: 3.7491 0.4485 0.2797
H: 2.2406 -1.0795 -0.7004
H: -0.6615 -2.0258 -2.4472
H: 2.0410 1.2059 -0.8364
H: 0.6025 2.1228 -0.0510
H: -0.4062 1.8513 -2.8803
H: 1.7390 4.0998 -1.9690
H: 0.0734 4.2295 -2.9462
H: 0.0576 3.9836 -1.0443
H: -3.3924 -1.3621 0.8817
H: -2.6077 -0.0966 2.0767
H: -5.4666 3.0475 2.3346
H: -6.4793 3.3535 4.9862
H: -6.6029 1.1097 6.7300
H: -5.6673 -1.3779 5.8471
H: -4.6486 -1.7574 3.2152
H: -3.6326 2.7860 0.4382
H: -1.8498 2.9284 -1.0288
H: -2.1084 3.2187 2.1693
H: -5.0754 -0.3231 -1.5023
H: -2.4491 -1.1963 -3.5105
H: -4.0306 -0.3781 -4.1822
H: -2.5313 -0.3455 -6.1060
H: -1.9664 1.4058 -5.3847
H: -0.9371 -0.2516 -5.0863
H: 3.2638 -3.8874 2.2386
H: 5.3697 -5.5005 1.1779
H: 5.6211 -6.0080 -1.6112
H: 1.6102 -3.4662 -2.3748

Properties
HOMO level	-0.3151	Ha
SMILES	CCOCCN(F)[C@@H](C(F)(F)c1cccc(C(F)(F)F)c1)[C@](S)(C[C@@H](C)I)O[C@@](COc1ccccc1)([PH2]=N)B(O)OCC
orbital gap	7.943	eV
calculated total energy	-86994.653	eV



- What is the calculated total energy in the fifth record?
  -188251.881 eV